No. 1
# C48H123N7O17

A 10-piece molecular cluster, C48H123N7O17 overall in a non-equilibrium geometry (wB97M-V/def2-TZVPD, the OMol25 dataset).

CARTESIAN COORDINATES (ANGSTROEM)
C  12.83517  19.21456  15.79203
O  14.17102  19.41284  15.47169
C  14.46374  20.75236  15.19849
C  14.97255  21.55096  16.32472
N  14.00689  21.80055  17.36386
C  12.95855  22.76700  17.03278
C  13.36046  24.16662  16.57022
O  14.39513  24.75024  17.35398
C  14.71563  26.09905  17.16486
H  12.69971  18.16064  15.97506
H  12.13635  19.38953  14.97745
H  12.48487  19.82027  16.61920
H  13.67776  21.30592  14.72584
H  15.13441  20.70695  14.33780
H  15.37036  22.46874  15.86836
H  15.80686  21.05288  16.82727
H  14.52092  22.04255  18.20782
H  12.36491  22.98814  17.91583
H  12.29471  22.38252  16.25916
H  12.47531  24.79570  16.58732
H  13.71516  24.13215  15.52591
H  15.13526  26.28067  16.17347
H  15.49190  26.40816  17.85649
H  13.83238  26.74359  17.32984
C  21.08324  17.97495  15.84078
O  19.76247  17.95865  15.25999
C  18.82922  18.21089  16.37875
C  17.39544  18.01834  15.94794
N  17.21666  16.59646  15.47084
C  15.86621  16.39239  14.81951
C  15.81747  15.07808  14.03661
O  16.53619  15.18572  12.81819
C  17.32985  14.06371  12.44312
H  21.34921  18.95856  16.23276
H  21.76250  17.63146  15.04156
H  21.13907  17.32140  16.71578
H  18.93141  19.27578  16.69950
H  19.06925  17.53771  17.20995
H  17.17434  18.67638  15.10793
H  16.76262  18.28790  16.78257
H  17.91782  16.49154  14.73526
H  15.62407  17.28696  14.22080
H  15.09001  16.40093  15.58880
H  14.75082  14.85458  13.82326
H  16.17874  14.22704  14.60888
H  17.95155  13.77708  13.31790
H  17.95563  14.36356  11.56846
H  16.68086  13.24615  12.06493
C  9.67759  17.94041  15.22541
O  9.88310  16.58528  15.49144
C  9.36535  16.31874  16.77401
C  9.95974  15.04666  17.26184
N  9.36282  14.60043  18.47937
C  9.63101  13.23122  18.87801
C  8.89360  12.11028  18.18160
O  9.35004  11.90285  16.85360
C  8.68573  10.93947  16.10562
H  8.62929  18.27333  15.36617
H  9.95694  18.13338  14.17770
H  10.20921  18.59701  15.94183
H  8.25883  16.29919  16.82204
H  9.62753  17.15151  17.44061
H  11.03272  15.16563  17.41606
H  9.88117  14.27846  16.49653
H  8.36316  14.70186  18.53849
H  9.47676  13.07159  19.97102
H  10.69237  13.01479  18.71003
H  7.82518  12.22244  18.27216
H  9.08380  11.22842  18.81988
H  8.74397  9.90270  16.47761
H  9.13292  10.95690  15.11690
H  7.64950  11.27153  16.02402
C  9.53383  24.44457  10.36182
O  10.09961  24.28262  11.65827
C  9.17738  24.10213  12.71854
C  9.93757  24.31464  14.01774
N  10.97512  23.33839  14.28600
C  10.66713  21.97355  13.92379
C  9.46191  21.30830  14.57575
O  9.73793  20.83548  15.92163
C  9.59624  21.83404  16.92619
H  8.85775  25.27564  10.24287
H  9.01552  23.55229  9.99959
H  10.46758  24.65721  9.79406
H  8.66122  23.10632  12.67714
H  8.36685  24.86770  12.62067
H  9.23749  24.28284  14.84741
H  10.34014  25.31892  14.01307
H  11.86443  23.57822  13.79674
H  11.52994  21.33405  14.17490
H  10.46231  21.86225  12.84527
H  9.33575  20.38099  13.99116
H  8.48312  21.85907  14.57755
H  9.62137  22.79780  16.41862
H  10.34764  21.73092  17.71239
H  8.59045  21.75793  17.35490
C  16.47677  16.40774  7.46421
O  15.77136  15.22443  7.77669
C  16.13295  14.62418  9.01798
C  15.26091  13.41522  9.14524
N  13.83255  13.55933  9.01865
C  13.29360  14.41163  10.10894
C  11.92310  14.82970  9.63329
O  11.83595  15.57597  8.41509
C  12.30407  16.87736  8.53517
H  16.38351  17.10132  8.30818
H  15.96903  16.85539  6.62748
H  17.52754  16.24245  7.22685
H  15.98525  15.29467  9.89278
H  17.21941  14.34737  9.05198
H  15.42168  12.88440  10.07497
H  15.58056  12.70918  8.35655
H  13.66918  14.01720  8.12616
H  14.00004  15.24603  10.30440
H  13.18900  13.78965  10.99406
H  11.30155  15.29560  10.38171
H  11.45592  13.83021  9.38154
H  13.35932  16.84567  8.85494
H  11.72030  17.49755  9.20383
H  12.23247  17.25775  7.51704
C  15.26132  23.40544  8.53994
O  15.14138  23.46899  9.90273
C  14.34544  22.40541  10.43742
C  14.15353  22.53979  11.95876
N  13.35611  23.65773  12.37255
C  14.07820  24.95470  12.54560
C  13.16878  25.99550  13.19100
O  13.84991  27.20554  13.38279
C  13.07160  28.12120  14.09556
H  14.28702  23.51511  8.04108
H  15.80797  22.50176  8.17633
H  15.81614  24.33202  8.27306
H  14.81933  21.46370  10.28660
H  13.39692  22.46221  9.85568
H  15.14034  22.63045  12.47631
H  13.67460  21.65110  12.33118
H  12.53077  23.68579  11.81070
H  14.46323  25.31886  11.57052
H  14.93947  24.77429  13.14620
H  12.79083  25.55444  14.13569
H  12.24193  26.20966  12.60458
H  12.58088  27.69621  14.97359
H  12.26990  28.53855  13.42480
H  13.65948  28.98562  14.39989
C  18.51855  21.55277  15.11106
O  17.81689  20.88218  14.10925
C  18.11545  21.35652  12.77943
C  17.27640  20.63742  11.79533
N  17.63415  19.30297  11.29479
C  17.92740  18.38294  12.36515
C  18.74191  17.31669  11.71476
O  19.94959  17.82499  11.15300
C  21.01168  17.97515  12.04119
H  18.34345  22.61054  15.15615
H  19.60182  21.42901  14.96961
H  18.16559  21.04430  16.04069
H  19.16842  21.21009  12.57448
H  17.95282  22.39786  12.81635
H  17.09874  21.29374  10.94561
H  16.27854  20.60714  12.24332
H  18.53275  19.40764  10.81966
H  16.97028  17.92156  12.74219
H  18.50823  18.78256  13.18519
H  18.21514  16.77753  10.88468
H  18.99233  16.57697  12.44347
H  20.95038  18.76704  12.80831
H  21.84752  18.25673  11.39353
H  21.23285  17.04905  12.55519
C  9.64863  17.29990  11.41648
C  8.70098  18.49862  11.31406
O  9.36214  19.70144  11.70051
H  9.15567  16.44875  10.92782
H  9.79966  16.97491  12.46723
H  10.52943  17.56238  10.87574
H  7.85215  18.50814  11.96435
H  8.33029  18.54623  10.29057
H  10.12633  19.81645  11.16763
C  14.90388  20.13336  7.45509
C  16.04204  19.74752  8.36808
O  15.44754  19.11100  9.52175
H  15.22734  20.68578  6.57649
H  14.23306  20.79410  8.02459
H  14.45335  19.20204  7.13032
H  16.59310  20.66138  8.67324
H  16.74007  19.03506  7.94956
H  16.17844  18.98746  10.16274
C  13.31620  17.42203  12.16226
C  13.11987  18.90314  12.16379
O  13.09429  19.48722  10.82307
H  12.61768  16.91010  11.48543
H  13.21699  16.99988  13.17195
H  14.34931  17.19146  11.86298
H  13.92177  19.40117  12.72273
H  12.11993  19.16666  12.53418
H  13.86403  19.18426  10.31116

SMILES: COCCNCCOC.COCCNCCOC.COCCNCCOC.COCCNCCOC.COCCNCCOC.COCCNCCOC.COCCNCCOC.CCO.CCO.CCO
Gap between HOMO and LUMO in eV: 8.81
Largest force on an atom in hartree/bohr: 0.0452
Total charge: 0



No. 2
# C48H125BN7O31

A 16-piece molecular cluster, C48H125BN7O31 overall in a non-equilibrium geometry (wB97M-V/def2-TZVPD, the OMol25 dataset).

CARTESIAN COORDINATES (ANGSTROEM)
O  1.96494  2.04935  1.99414
C  1.47293  1.13375  1.28483
O  1.07662  1.24943  0.00664
B  0.35017  -0.01756  -0.29244
O  0.47293  -0.85844  0.93876
C  0.99963  -0.21476  1.85548
O  1.19036  -0.56162  3.01918
O  0.98835  -0.66304  -1.52813
C  0.26422  -0.31417  -2.62690
O  0.51718  -0.49927  -3.81493
C  -1.05307  0.19718  -2.12967
O  -0.98592  0.21373  -0.78687
O  -2.00034  0.48890  -2.81815
C  -5.64055  0.85776  -0.81291
C  -5.70641  1.64364  0.50603
C  -6.04068  3.14781  0.37560
O  -7.22120  3.25968  -0.42303
C  -7.49047  4.63645  -0.76563
N  -6.74881  0.97013  1.30663
H  -6.58363  1.00172  -1.34015
H  -5.50061  -0.21075  -0.64914
H  -4.76626  1.20915  -1.36084
H  -4.75676  1.79462  1.01932
H  -5.11938  3.60638  0.01639
H  -6.13760  3.66311  1.33120
H  -6.61452  5.05970  -1.25724
H  -7.67492  5.26484  0.10569
H  -8.22511  4.82538  -1.54839
H  -6.90398  1.62433  2.06032
H  -7.62312  1.05291  0.80779
C  3.94180  -5.35927  0.09903
C  4.66220  -4.06388  -0.23359
C  6.14642  -4.06708  0.21113
O  6.29537  -3.55146  1.57243
C  7.54848  -3.27631  2.08504
N  4.46198  -3.88506  -1.65615
H  4.29380  -6.27194  -0.38183
H  2.86272  -5.21463  0.04639
H  3.98183  -5.52488  1.17563
H  4.26934  -3.15368  0.21951
H  6.60372  -3.26524  -0.36855
H  6.74696  -4.93697  -0.05486
H  7.95534  -2.63196  1.30568
H  8.05455  -4.21774  2.29879
H  7.36783  -2.72172  3.00585
H  3.51119  -4.09420  -1.92516
H  5.05886  -4.57118  -2.09554
C  -3.57503  3.49259  -3.76043
C  -2.26092  4.14081  -4.28463
C  -1.08313  4.14883  -3.22155
O  0.19318  4.60758  -3.66873
C  0.92170  3.65409  -4.35371
N  -1.92322  3.45700  -5.50473
H  -4.36862  4.01982  -4.28990
H  -3.78898  3.84341  -2.75085
H  -3.69342  2.41111  -3.82747
H  -2.46717  5.19023  -4.49504
H  -0.91805  3.14417  -2.83231
H  -1.37085  4.64731  -2.29590
H  1.03922  4.01209  -5.37651
H  0.59310  2.62178  -4.47396
H  1.95693  3.63343  -4.01315
H  -1.71034  2.52329  -5.18387
H  -1.14907  3.87308  -6.00238
C  4.74621  1.36753  -3.76379
C  4.52082  1.12609  -5.20362
C  3.04739  1.16937  -5.62617
O  2.91279  0.32012  -6.80091
C  1.58039  0.07696  -7.18289
N  5.21532  2.17790  -5.99843
H  5.79207  1.42713  -3.46257
H  4.28972  0.57667  -3.16859
H  4.37086  2.32613  -3.40561
H  4.99861  0.15548  -5.33681
H  2.77757  2.20994  -5.80646
H  2.56129  0.78950  -4.72756
H  1.47764  0.13363  -8.26655
H  0.86760  0.74595  -6.70073
H  1.35825  -0.96150  -6.93722
H  4.88289  2.11202  -6.94988
H  6.22198  2.09700  -6.01219
C  -0.91135  -0.98009  7.97043
C  0.27863  -1.84783  7.48975
C  -0.09096  -2.89633  6.38554
O  -1.07901  -3.71935  6.91668
C  -1.52315  -4.63289  6.00248
N  1.21432  -0.86705  6.99389
H  -0.65189  -0.67834  8.98518
H  -1.66419  -1.75415  8.11928
H  -1.22140  -0.06172  7.47185
H  0.68428  -2.51100  8.25379
H  0.70088  -3.58623  6.09377
H  -0.33988  -2.31429  5.49821
H  -2.41318  -5.06009  6.46447
H  -0.93429  -5.35621  5.43843
H  -1.99566  -4.14628  5.14921
H  2.05930  -1.35163  6.72688
H  0.80197  -0.71104  6.08519
C  3.50616  1.38923  6.14078
C  2.94986  2.77940  6.05955
C  3.44058  3.39894  4.64813
O  4.76412  4.02516  4.77475
C  5.22970  4.70503  3.67587
N  1.45447  2.61116  5.98037
H  4.51854  1.16714  5.80332
H  3.07473  0.69568  5.41901
H  3.40327  0.91049  7.11459
H  3.32341  3.44774  6.83535
H  2.63419  4.09729  4.42420
H  3.53049  2.71686  3.80268
H  5.48109  4.27000  2.70858
H  6.15537  5.23799  3.89310
H  4.54210  5.51932  3.44733
H  1.27287  1.85555  6.62549
H  1.17129  3.49129  6.38694
C  -3.34484  2.02915  5.03061
C  -2.02244  1.36057  4.55045
C  -2.27245  0.46790  3.35333
O  -2.90004  -0.81824  3.84781
C  -2.33316  -1.94123  3.24031
N  -1.16112  2.43624  4.14025
H  -3.68823  2.93631  4.53337
H  -3.40884  2.41887  6.04655
H  -4.13986  1.28360  5.01635
H  -1.61973  0.74938  5.35814
H  -1.40126  0.23115  2.74252
H  -2.93391  0.92764  2.61903
H  -2.78410  -2.91705  3.42070
H  -1.33478  -1.91593  3.67700
H  -2.20868  -1.94922  2.15747
H  -0.21020  2.10656  4.05563
H  -1.00207  2.78495  5.07471
C  3.22555  5.15303  -0.16468
C  4.22238  4.71823  -1.37872
O  5.55895  4.79501  -1.05187
O  3.53930  6.49156  -0.09382
H  3.19422  4.63556  0.79414
H  2.28754  4.89239  -0.65488
H  4.17521  5.31769  -2.28785
H  3.92617  3.70258  -1.64104
H  5.53034  5.50207  -0.40314
H  2.83862  6.94356  0.38193
C  1.82069  -4.43938  -5.13775
C  2.02230  -3.79982  -3.72443
O  1.64338  -4.56485  -2.53709
O  2.10755  -5.83598  -5.30951
H  2.45738  -3.89405  -5.83441
H  0.79885  -4.31505  -5.49621
H  1.57270  -2.80735  -3.75565
H  3.10458  -3.75834  -3.60174
H  1.64741  -3.92297  -1.82324
H  1.73737  -5.97454  -6.18436
C  -2.35367  -2.99901  -2.06102
C  -3.01561  -2.52665  -0.72646
O  -3.93112  -3.51561  -0.27597
O  -3.37505  -3.35533  -2.98446
H  -1.84847  -3.94577  -1.86994
H  -1.84566  -2.12878  -2.47662
H  -3.54815  -1.61722  -1.00476
H  -2.25000  -2.19933  -0.02304
H  -4.55203  -3.07037  0.30525
H  -3.94760  -3.94287  -2.48587
C  3.82606  -3.68855  4.04713
C  4.11627  -2.20132  3.99540
O  3.42987  -1.65626  5.10902
O  4.32275  -4.38089  5.12984
H  4.19536  -4.17893  3.14644
H  2.75334  -3.87747  4.08810
H  3.80772  -1.69870  3.07873
H  5.18625  -1.99374  3.98346
H  3.39590  -0.70648  4.97353
H  3.91407  -3.96386  5.89185
C  -3.85017  0.38154  -7.28281
C  -2.33971  0.64016  -7.43766
O  -1.99462  1.91382  -7.88317
O  -4.54332  1.21008  -6.39720
H  -4.20280  -0.64937  -7.25166
H  -4.39912  0.74513  -8.15147
H  -2.06392  0.22774  -8.40820
H  -1.69329  0.20746  -6.67410
H  -2.22397  2.55497  -7.20647
H  -4.23875  0.93376  -5.52975
C  -6.97362  -2.24423  -2.69856
C  -6.79572  -3.66171  -3.30014
O  -7.18507  -4.54708  -2.21722
O  -6.33217  -1.34806  -3.66198
H  -6.45852  -2.20372  -1.73880
H  -8.03668  -2.09300  -2.51112
H  -5.74204  -3.90394  -3.43869
H  -7.26293  -3.83743  -4.26913
H  -6.36927  -4.84081  -1.80515
H  -5.47204  -1.77309  -3.69545
C  -2.02100  4.97997  1.32238
C  -0.48345  4.85133  1.11409
O  0.25437  5.09220  2.36609
O  -2.61419  3.80856  1.98155
H  -2.28630  5.04972  0.26747
H  -2.32944  5.91454  1.79094
H  -0.01583  5.63769  0.52157
H  -0.03497  3.97269  0.65045
H  0.52506  4.21872  2.65826
H  -1.94816  3.44337  2.56861
C  -0.02533  -4.79106  0.54231
C  -0.34364  -5.96247  -0.42853
O  0.79946  -6.66861  -0.73839
O  0.43293  -3.54414  -0.13121
H  0.71865  -5.10108  1.27613
H  -0.80618  -4.45545  1.22477
H  -1.07149  -5.63938  -1.17281
H  -0.93720  -6.68582  0.13052
H  1.08389  -6.26218  -1.56028
H  0.70513  -2.87130  0.49712

Gap between HOMO and LUMO in eV: 9.07
Largest force on an atom in hartree/bohr: 0.1167
Total charge: -1



Going through the records in order, we get energy above the lowest of the compared OMol25 structures with the same formula, charge and spin values of 0.000 4.923 eV.
Going through the records in order, we get highest occupied orbital energy values of -8.215 -7.387 eV.